The following is a quantum chemistry calculation of C18H29NO in the gas phase, from the Open Molecules 2025 dataset.

Geometry (Å):
H 3.69269 -0.42206 0.42689
C 4.45648 -0.92045 -1.52159
H 5.47609 -0.61526 -1.29652
C 0.99015 -0.87408 -2.47622
C 2.27383 -1.73814 -0.51740
C -2.12688 0.57133 2.46392
H 1.62294 2.83830 0.88277
C 0.29087 0.09264 -3.17814
H -2.32648 -1.57341 0.95662
H 1.62556 -1.44336 1.52376
C -0.15801 1.97736 1.78015
C -3.99364 0.62574 0.90032
H -0.76430 2.02584 0.87574
C -2.16139 -0.66282 0.35274
C 3.71352 -1.28243 -0.24148
H -0.08198 -0.11787 -4.16920
H -3.46348 -1.67176 -1.06683
H -2.42902 -0.33843 3.01791
C 1.47692 -0.64972 -1.19780
C 1.23041 0.59982 -0.59985
H 3.95664 -0.10214 -2.03534
H -5.15781 -0.03454 -0.82452
H 2.32017 -2.58701 -1.21027
H -1.10491 -0.60851 0.09066
H -4.53894 -0.12483 1.50162
C -3.05500 -0.67661 -0.89548
H 2.13606 -3.09158 1.15989
C 1.60608 -2.22464 0.77032
H -4.34371 1.61890 1.18824
H 0.57313 -2.50913 0.57879
C 0.56208 1.58234 -1.32289
C 0.09335 1.33023 -2.60004
H 4.24251 -2.09196 0.26744
N -2.55975 0.52755 1.08557
C -4.16441 0.34337 -0.58998
H -3.99957 1.25924 -1.15589
H 1.93152 1.84831 2.32373
H -0.12480 -0.13816 2.14706
C 1.32738 1.92347 1.41383
H 4.49527 -1.77329 -2.19683
H -0.42829 2.10922 -3.13637
C -0.61080 0.74497 2.56138
O 1.69123 0.77710 0.67407
H -2.61821 1.42921 2.93305
H -0.33545 2.88405 2.36099
H 1.16695 -1.83584 -2.93672
H 0.40612 2.56181 -0.90049
H -0.32257 0.82436 3.61140
H -2.48857 -0.38715 -1.77900

Computed properties:
Lowest unoccupied orbital energy   1.0 eV
Orbital gap   0.3403 Ha
Total energy   -833.26613 a.u.
SMILES   CC[C@@H](C)c1ccccc1OCCCCN1CCCC1

---

The following is a quantum chemistry calculation of 2 unconnected molecules or ions with the total composition C20H28Cl2N3O2P, from the Open Molecules 2025 dataset.

Geometry (Å):
C 0.23848 3.12952 0.91838
H 6.94035 -1.36022 -2.19892
C -3.45889 0.37427 0.75127
H 1.84007 2.28649 3.55630
N 0.40252 -2.90511 -1.26975
H -4.15438 -0.43726 -1.25938
P 0.25903 1.41869 1.72504
H -0.74542 3.20368 0.31293
Cl 5.37249 -0.66424 0.15051
C 4.87435 -1.59358 -1.36330
H 0.03214 -2.60260 -2.19663
H 0.29398 1.52853 4.19850
H 6.52628 -3.12795 -1.78635
H -4.46536 1.35122 -0.96608
H -1.28653 -1.19535 -4.59940
C -2.38452 -0.58589 1.31218
C -2.08358 -0.65156 -5.11564
H -2.58031 -1.33081 -5.81318
H -1.44155 -1.37338 3.34209
H 2.39646 3.77457 0.47365
O -3.65503 -1.00659 -3.40081
C -3.06295 0.18459 3.87528
H 0.21286 3.90753 1.77548
H 1.18158 -3.55233 -1.46698
H -1.33833 -2.53916 0.93932
O -3.24071 1.12361 -4.08112
N 0.83518 0.14793 0.63551
C 1.83456 -0.02335 3.76311
H -1.92949 -1.68220 -0.57178
N 0.91843 -1.74504 -0.67995
C 1.44937 3.43009 -0.09789
H 1.34908 -0.53702 4.65842
C -1.41719 -1.49471 0.45178
H 1.65707 2.60604 -0.85781
Cl 3.13205 -2.76573 -3.18975
H -2.91991 0.12443 5.01778
H 5.83189 -2.26738 -3.34940
H -1.63226 0.16253 -5.68776
H -2.71571 0.82724 -1.37997
C 1.12804 1.40210 3.40514
C 2.28092 -1.21513 -0.84751
C 3.50534 -1.77765 -1.66921
C 6.10502 -2.15329 -2.24548
C -3.09327 -0.12290 -4.09922
H -5.11047 1.95444 1.31205
C -4.11878 1.15924 3.25306
H 3.04661 0.75294 0.22412
H 1.13317 4.35784 -0.71686
H 2.91856 0.22406 4.07585
C 0.04420 -0.96450 0.18906
C -4.32449 1.23260 1.72112
H 1.89875 -0.71030 2.85562
C 2.16199 0.03851 0.04238
C -2.21882 -0.65494 2.88112
C -3.67267 0.51665 -0.84034
H -4.75021 1.82083 3.93342

Computed properties:
Lowest unoccupied orbital energy   -1.3 eV
Orbital gap   0.1915 Ha
Total energy   -2354.97708 a.u.

---

The following is a quantum chemistry calculation of 2 unconnected molecules or ions with the total composition C5H10N2O5, from the Open Molecules 2025 dataset.

Geometry (Å):
H -2.03109 -0.47113 1.32844
O 3.37205 0.33160 -1.47521
H 0.03559 -0.56695 -2.93291
O 3.46541 0.91971 0.61502
C -2.37437 0.52018 1.00622
H 1.79365 -1.65752 -1.68011
H 2.47861 0.37318 1.77346
O -1.67996 1.37838 0.54050
H 0.12980 0.86202 -1.74324
C 1.11453 -0.98168 -1.21501
H -4.27954 1.68616 0.90958
C 0.70878 0.01620 -2.26467
N 1.24552 -0.79624 1.12717
H -4.63160 -0.04350 0.87350
H 1.61997 0.48901 -2.73833
O 0.25286 -1.44204 1.26930
H -4.15635 0.67623 2.37291
H 0.20353 -1.57839 -0.86140
C 1.82051 -0.46770 -0.06166
C -3.87630 0.74138 1.26470
O 1.79459 -0.25837 2.20273
N 2.99381 0.26945 -0.31099

Computed properties:
Lowest unoccupied orbital energy (alpha / beta)   -1.2 / -1.2 eV
Orbital gap (alpha / beta)   0.3096 / 0.3096 Ha
Total energy   -681.96849 a.u.
SMILES   CC/C([N+](=O)[O-])=[N+](\[O-])O.CC=O

---

The following is a quantum chemistry calculation of C18H14F3NO2 in the gas phase, from the Open Molecules 2025 dataset.

Geometry (Å):
C -0.30925 1.78430 -0.60904
C -0.71660 0.40213 -0.21072
C -0.39624 5.33734 0.88973
C 0.72652 3.34320 -2.24185
C 0.46620 4.40299 -1.35485
H -0.28292 -6.42617 -1.20318
H 1.43271 -1.76058 -0.28268
C 1.44286 -5.15465 -0.91294
C -0.15303 4.20212 -0.11565
C -1.09602 -0.65576 -1.11866
O -1.18986 -1.45198 1.07894
C 1.89172 -3.85715 -0.65523
C -0.77780 -4.32235 -0.84154
H 0.65972 1.21032 -2.50651
F -0.15267 4.81032 2.06884
F 0.45192 6.40034 0.68991
C 0.35797 2.04419 -1.83958
C -0.32642 -2.98927 -0.58285
C 1.06171 -2.77719 -0.48614
H -0.70204 -1.03913 3.59226
C -0.58712 2.88028 0.20262
H -1.85338 -4.53464 -0.86358
H -2.38275 -2.24589 -0.43407
C 0.07198 -0.33031 3.32620
C -0.74887 -0.15003 1.03138
H 0.36345 1.30529 1.98517
C -1.33574 -1.89369 -0.27335
O -1.23275 -0.61398 -2.33701
H 1.02373 -0.86077 3.12108
H 1.19597 3.52649 -3.21114
C 0.08149 -5.40714 -0.99904
H 0.81866 5.38198 -1.66469
H 2.19368 -5.96893 -0.98129
H 2.95480 -3.75523 -0.55064
F -1.70834 5.71747 0.86319
H -1.19854 2.66466 1.08987
N -0.22870 0.48579 2.14028
H 0.18398 0.29562 4.19677

Computed properties:
Lowest unoccupied orbital energy   0.5 eV
Orbital gap   0.3225 Ha
Total energy   -1199.15745 a.u.
SMILES   CNC1=C(c2cccc(C(F)(F)F)c2)C(=O)[C@@H](c2ccccc2)O1